Entry from the OMol25 dataset: a 12-piece molecular cluster, C44H118N14O20 overall at a distorted geometry (ωB97M-V/def2-TZVPD).

F_max: 7.34 eV/Å
gap between HOMO and LUMO: 7.072 eV
LUMO level: 0.16 eV
structure (SMILES): COCCNCCOC.COCCNCCOC.COCCNCCOC.COCCNCCOC.COCCNCCOC.COCCNCCOC.NC(N)=O.NC(N)=O.NC(N)=O.NC(N)=O.OCCO.OCCO
molecular weight: 1163.51 g mol⁻¹

The geometry in XYZ format:
```
196
Properties=species:S:1:pos:R:3:lowdin_charge:R:1
C 1.56 -2.45 -7.45 -0.110
O 1.08 -1.64 -6.37 -0.187
C 2.19 -1.25 -5.49 -0.175
C 1.59 -0.91 -4.10 -0.185
N 0.56 0.16 -4.32 -0.019
C 1.18 1.48 -4.42 -0.170
C 0.43 2.62 -3.68 -0.242
O -0.74 2.95 -4.31 -0.190
C -1.30 4.16 -3.72 -0.041
H 0.80 -3.07 -7.93 0.083
H 2.16 -3.23 -6.98 0.067
H 2.19 -1.92 -8.16 0.076
H 2.70 -0.37 -5.90 0.102
H 2.92 -2.05 -5.36 0.100
H 2.33 -0.76 -3.32 0.095
H 0.94 -1.68 -3.69 0.093
H 0.26 0.11 -3.36 0.023
H 1.15 1.84 -5.45 0.097
H 2.23 1.46 -4.12 0.106
H 1.07 3.50 -3.60 0.099
H 0.25 2.28 -2.66 0.105
H -1.74 4.87 -4.42 0.092
H -0.60 4.78 -3.15 0.058
H -2.06 3.87 -2.99 0.060
C 1.52 -9.13 5.29 -0.081
O 2.43 -9.10 4.16 -0.206
C 3.61 -8.38 4.40 -0.228
C 3.43 -6.85 4.40 -0.205
N 2.69 -6.46 3.19 -0.054
C 2.41 -5.06 3.18 -0.227
C 1.08 -4.94 2.40 -0.176
O -0.01 -5.60 3.10 -0.185
C -1.28 -5.41 2.56 -0.130
H 1.99 -9.57 6.17 0.082
H 0.58 -9.62 5.04 0.085
H 1.22 -8.13 5.58 0.076
H 4.20 -8.76 3.56 0.125
H 3.98 -8.62 5.40 0.112
H 4.41 -6.37 4.47 0.116
H 3.01 -6.48 5.34 0.103
H 1.83 -6.96 3.05 0.095
H 3.19 -4.45 2.72 0.102
H 2.23 -4.67 4.18 0.110
H 1.21 -5.42 1.43 0.113
H 0.94 -3.86 2.27 0.096
H -1.35 -5.46 1.48 0.065
H -1.76 -4.48 2.85 0.080
H -1.86 -6.29 2.85 0.089
C -1.13 2.45 3.04 -0.107
O -2.38 1.87 2.78 -0.242
C -3.55 2.54 3.23 -0.149
C -4.72 1.51 3.40 -0.211
N -5.73 1.65 2.43 -0.071
C -6.85 0.78 2.70 -0.170
C -8.01 0.89 1.62 -0.205
O -8.97 -0.11 1.83 -0.211
C -10.10 -0.13 0.98 -0.106
H -0.38 1.82 2.57 0.087
H -0.93 2.57 4.11 0.096
H -1.00 3.41 2.53 0.062
H -3.84 3.37 2.58 0.109
H -3.31 3.00 4.19 0.114
H -5.03 1.69 4.43 0.120
H -4.24 0.54 3.38 0.119
H -5.35 1.54 1.50 0.074
H -7.18 0.75 3.74 0.118
H -6.46 -0.23 2.58 0.110
H -7.59 0.72 0.63 0.102
H -8.48 1.87 1.57 0.116
H -9.81 -0.30 -0.05 0.089
H -10.68 0.77 1.18 0.083
H -10.74 -0.89 1.42 0.087
C -2.74 1.52 -0.30 -0.057
O -4.13 1.51 0.04 -0.233
C -5.02 1.95 -0.99 -0.179
C -4.70 3.35 -1.53 -0.198
N -4.52 4.29 -0.43 -0.040
C -3.88 5.55 -0.77 -0.178
C -3.52 6.35 0.51 -0.191
O -2.40 5.72 1.15 -0.262
C -1.96 6.45 2.35 -0.054
H -2.46 2.57 -0.24 0.075
H -2.49 1.09 -1.27 0.080
H -2.19 0.97 0.46 0.089
H -6.03 2.01 -0.60 0.106
H -5.03 1.18 -1.76 0.121
H -5.52 3.58 -2.22 0.120
H -3.79 3.35 -2.12 0.078
H -4.07 3.78 0.32 0.078
H -4.56 6.18 -1.35 0.122
H -2.94 5.39 -1.28 0.091
H -4.29 6.39 1.27 0.122
H -3.34 7.38 0.22 0.117
H -2.76 6.47 3.09 0.091
H -1.62 7.48 2.21 0.087
H -1.09 5.92 2.74 0.069
C 1.71 4.41 3.30 -0.121
O 3.05 4.22 2.99 -0.179
C 3.32 3.40 1.82 -0.177
C 4.80 3.02 1.75 -0.194
N 5.03 2.17 2.89 -0.106
C 6.45 1.89 3.17 -0.171
C 6.70 1.00 4.37 -0.223
O 6.38 1.68 5.56 -0.195
C 6.99 1.17 6.75 -0.096
H 1.41 3.61 3.96 0.088
H 1.04 4.39 2.44 0.062
H 1.51 5.37 3.78 0.091
H 3.04 4.04 0.98 0.108
H 2.62 2.57 1.77 0.104
H 5.44 3.91 1.76 0.122
H 5.03 2.41 0.87 0.120
H 4.63 2.61 3.71 0.117
H 6.85 2.90 3.28 0.118
H 7.00 1.53 2.30 0.122
H 7.76 0.77 4.46 0.118
H 6.19 0.05 4.29 0.125
H 6.86 0.10 6.88 0.086
H 6.54 1.74 7.57 0.089
H 8.06 1.34 6.78 0.082
C -1.82 -2.66 -3.93 -0.121
O -1.90 -1.42 -4.65 -0.173
C -3.01 -0.65 -4.19 -0.200
C -3.23 0.45 -5.23 -0.180
N -1.96 1.04 -5.69 -0.039
C -2.20 1.68 -6.95 -0.209
C -0.83 2.03 -7.59 -0.204
O 0.11 0.97 -7.45 -0.183
C 1.19 1.24 -8.27 -0.150
H -1.08 -3.39 -4.27 0.084
H -2.71 -3.30 -3.96 0.071
H -1.70 -2.48 -2.86 0.065
H -2.78 -0.37 -3.16 0.097
H -3.91 -1.27 -4.09 0.107
H -3.91 1.26 -4.99 0.105
H -3.79 0.00 -6.05 0.108
H -1.80 1.89 -5.17 0.061
H -2.75 2.59 -6.73 0.110
H -2.76 1.10 -7.69 0.115
H -0.50 2.97 -7.15 0.107
H -0.95 2.26 -8.65 0.110
H 1.99 0.59 -7.92 0.076
H 1.42 2.31 -8.27 0.083
H 1.00 1.04 -9.32 0.084
N 1.44 4.79 -1.36 0.151
C 0.42 4.34 -0.64 -0.768
N -0.35 5.36 -0.47 0.187
O 0.25 3.26 -0.15 0.053
H 2.18 4.13 -1.53 0.113
H 1.48 5.68 -1.84 0.114
H -1.11 5.21 0.17 0.065
H -0.01 6.28 -0.73 0.127
N 1.17 -5.78 -2.09 0.203
C 0.42 -4.77 -1.86 -0.812
N -0.76 -5.11 -1.57 0.192
O 0.73 -3.61 -2.06 0.027
H 0.73 -6.64 -1.78 0.119
H 2.14 -5.61 -2.30 0.107
H -0.94 -6.01 -1.15 0.114
H -1.49 -4.42 -1.49 0.127
N 0.89 -1.49 -0.20 0.209
C 0.52 -0.37 -0.74 -0.705
N 0.95 0.58 0.00 0.196
O -0.16 -0.15 -1.77 0.002
H 1.55 -1.59 0.56 0.073
H 0.81 -2.25 -0.87 0.061
H 0.80 1.54 -0.27 0.057
H 1.39 0.29 0.87 0.080
N 4.08 -0.47 1.60 0.196
C 3.13 -0.84 2.38 -0.789
N 2.74 0.12 3.13 0.217
O 2.71 -2.01 2.33 -0.003
H 4.34 -1.11 0.87 0.087
H 4.34 0.51 1.60 0.075
H 2.17 -0.09 3.94 0.083
H 3.34 0.91 2.92 0.065
O 4.40 -5.19 -1.63 -0.086
C 3.99 -4.02 -0.91 -0.200
C 4.40 -2.75 -1.69 -0.209
O 4.18 -1.57 -0.97 -0.087
H 4.42 -5.99 -1.10 0.088
H 2.93 -4.22 -0.73 0.088
H 4.42 -4.00 0.10 0.117
H 3.79 -2.65 -2.60 0.108
H 5.43 -2.82 -2.04 0.122
H 4.34 -0.84 -1.57 0.096
O -1.66 -0.42 4.12 -0.081
C -0.56 -1.30 3.61 -0.178
C 0.42 -1.79 4.69 -0.229
O 1.00 -0.64 5.24 -0.078
H -1.79 0.22 3.42 0.015
H -1.10 -2.03 3.01 0.102
H 0.06 -0.89 2.81 0.089
H 1.22 -2.35 4.20 0.091
H -0.11 -2.43 5.40 0.125
H 0.45 -0.34 5.97 0.103
```